Version i
The following is a quantum chemistry calculation of the molecule C20H24ClN3O, from the OMol25 dataset.

Computed properties:
SMILES   CCN(CC)C[C@@H](O)Cn1c(-c2ccccc2Cl)nc2ccccc21
Multiplicity   1
Highest occupied orbital energy   -8.151 eV
Frontier orbital gap   8.79 eV

Atoms and positions in Å:
C  -4.7352  -1.2733  0.5143
C  -3.8289  -0.6077  -0.5261
N  -3.0877  0.5565  -0.0710
C  -3.9172  1.6672  0.3735
C  -3.2615  3.0062  0.0441
C  -1.9765  0.2454  0.8105
C  -0.7310  -0.0603  -0.0441
O  -0.6054  0.9162  -1.0461
C  0.5344  -0.0780  0.8305
N  1.6110  -0.8041  0.2202
C  2.8094  -0.3392  -0.2695
C  3.1866  1.0735  -0.2820
C  2.3527  2.0318  -0.8545
C  2.7302  3.3616  -0.8947
C  3.9492  3.7551  -0.3682
C  4.7914  2.8178  0.2033
C  4.4125  1.4860  0.2445
Cl  5.4647  0.3421  0.9893
N  3.5829  -1.2911  -0.7126
C  2.8959  -2.4574  -0.5246
C  3.2536  -3.7703  -0.8109
C  2.3569  -4.7633  -0.4799
C  1.1330  -4.4732  0.1268
C  0.7572  -3.1768  0.4167
C  1.6472  -2.1698  0.0755
H  -5.2214  -2.1382  0.0713
H  -4.1632  -1.6089  1.3762
H  -5.5029  -0.5841  0.8575
H  -4.4364  -0.2918  -1.3797
H  -3.1020  -1.3378  -0.8904
H  -4.8694  1.6069  -0.1576
H  -4.1293  1.6149  1.4523
H  -3.1175  3.0994  -1.0294
H  -3.8974  3.8208  0.3813
H  -2.2937  3.1032  0.5293
H  -1.7590  1.1198  1.4270
H  -2.1826  -0.6001  1.4803
H  -0.8429  -1.0492  -0.5178
H  -1.5143  1.1729  -1.2753
H  0.2929  -0.5544  1.7882
H  0.8571  0.9494  1.0123
H  1.4097  1.7228  -1.2781
H  2.0723  4.0900  -1.3441
H  4.2484  4.7918  -0.4018
H  5.7422  3.1106  0.6199
H  4.2041  -3.9894  -1.2697
H  2.6031  -5.7944  -0.6869
H  0.4654  -5.2849  0.3767
H  -0.1886  -2.9638  0.8939



Version ii
The following is a quantum chemistry calculation of the molecule C20H24ClN3O, from the OMol25 dataset.

Computed properties:
SMILES   CCN(CC)C[C@@H](O)Cn1c(-c2ccccc2Cl)nc2ccccc21
Multiplicity   1
Highest occupied orbital energy   -8.167 eV
Frontier orbital gap   8.73 eV

Atoms and positions in Å:
C  -3.5052  -1.2848  2.3439
C  -2.5623  -0.6330  1.3250
N  -2.3451  -1.3251  0.0714
C  -3.4390  -1.3399  -0.8756
C  -4.5130  -2.4214  -0.6999
C  -1.5609  -2.5362  0.1521
C  -0.0499  -2.2266  0.2222
O  0.6974  -3.4103  0.3486
C  0.3599  -1.3879  -1.0105
N  1.3247  -0.3722  -0.7025
C  1.0810  0.9642  -0.4923
C  -0.2324  1.5718  -0.7158
C  -0.8397  1.5130  -1.9675
C  -2.0743  2.0952  -2.1843
C  -2.7178  2.7568  -1.1516
C  -2.1263  2.8370  0.0962
C  -0.8917  2.2452  0.3109
Cl  -0.1833  2.3166  1.8786
N  2.1366  1.6271  -0.1118
C  3.1505  0.7093  -0.0453
C  4.4880  0.8695  0.2995
C  5.2883  -0.2525  0.2861
C  4.7840  -1.5096  -0.0563
C  3.4610  -1.6907  -0.4038
C  2.6514  -0.5661  -0.4000
H  -3.4206  -0.7598  3.2918
H  -4.5400  -1.2287  2.0178
H  -3.2452  -2.3275  2.5086
H  -1.5826  -0.5044  1.7913
H  -2.9383  0.3636  1.0791
H  -3.9073  -0.3534  -0.8379
H  -3.0005  -1.4558  -1.8753
H  -5.0562  -2.2970  0.2310
H  -5.2222  -2.3582  -1.5218
H  -4.0687  -3.4139  -0.7074
H  -1.8182  -3.1661  1.0158
H  -1.7345  -3.1252  -0.7542
H  0.1744  -1.6576  1.1291
H  0.4628  -4.0093  -0.3706
H  -0.5377  -0.8969  -1.3905
H  0.7740  -2.0500  -1.7796
H  -0.3217  1.0254  -2.7806
H  -2.5314  2.0392  -3.1606
H  -3.6808  3.2159  -1.3175
H  -2.6159  3.3523  0.9076
H  4.8705  1.8409  0.5681
H  6.3320  -0.1646  0.5503
H  5.4482  -2.3613  -0.0454
H  3.0727  -2.6669  -0.6488



Which of them is the most stable? Correct choice: version i.



Version i
The following is a quantum chemistry calculation of a 18-piece molecular cluster, H36O18 overall, from the OMol25 dataset.

Computed properties:
Multiplicity   1
Highest occupied orbital energy   -10.655 eV
Frontier orbital gap   10.47 eV

Atoms and positions in Å:
O  -1.2497  0.7199  3.6817
H  -1.5194  -0.1386  3.7870
H  -0.5301  0.7477  2.8780
O  -4.2492  1.5130  -1.6512
H  -3.4482  1.2694  -1.1873
H  -4.0946  2.1522  -2.4746
O  -2.3616  -1.9261  -1.6689
H  -1.6813  -1.3743  -2.0588
H  -3.2128  -1.5901  -1.7867
O  0.3267  1.2482  -0.8048
H  -0.1208  2.0234  -0.4131
H  1.2157  1.5332  -0.9429
O  -4.7349  0.8172  1.6551
H  -5.7041  0.6435  1.7781
H  -4.3947  0.0179  1.2148
O  -0.0715  -0.2042  -3.0337
H  0.1973  0.0652  -3.8805
H  0.1887  0.3704  -2.2925
O  2.1212  1.1568  2.9326
H  2.9497  1.4440  3.5376
H  1.3781  1.3509  3.5031
O  -3.7336  -4.0731  -1.0525
H  -2.9208  -3.6342  -1.5604
H  -3.3863  -4.9796  -0.9637
O  2.1626  -0.4035  -4.5077
H  2.9206  -1.0162  -4.4630
H  1.5219  -0.9567  -4.9852
O  5.2064  1.4919  -2.6723
H  4.9865  0.9123  -1.9197
H  4.6087  1.3558  -3.3569
O  -0.9820  3.1427  4.6123
H  -1.2197  2.8415  5.5057
H  -1.7007  2.7743  4.1344
O  -0.3500  -0.3367  1.2785
H  0.4783  0.0244  1.1586
H  -1.1171  0.2648  1.0281
O  1.7736  -2.0937  1.8849
H  1.7194  -1.0314  1.9725
H  1.1863  -2.7247  1.9689
O  5.2511  -1.4209  -0.1475
H  5.2861  -1.5789  -1.1410
H  4.4790  -0.9066  -0.0527
O  -1.2076  -3.4519  0.7561
H  -1.4197  -2.4843  0.7497
H  -1.9511  -3.7115  0.2473
O  2.7279  2.4372  -0.9274
H  3.0486  1.5875  -0.8328
H  3.3999  2.9937  -1.3639
O  2.7586  -1.2138  -0.3865
H  2.2004  -0.6257  -0.9134
H  2.2007  -1.6200  0.2769
O  -3.1518  2.4958  0.3337
H  -3.7629  3.0329  -0.1453
H  -3.6718  1.7791  0.7341



Version ii
The following is a quantum chemistry calculation of a 18-piece molecular cluster, H36O18 overall, from the OMol25 dataset.

Computed properties:
Multiplicity   1
Highest occupied orbital energy   -9.908 eV
Frontier orbital gap   9.60 eV

Atoms and positions in Å:
O  -4.5574  -1.9954  1.6987
H  -5.3046  -2.4812  2.0359
H  -4.2199  -1.4792  2.4955
O  0.8075  0.7523  -1.2813
H  1.0721  1.6749  -1.4289
H  0.4564  0.3876  -2.0960
O  1.9094  3.7204  0.6734
H  2.1448  2.8113  0.6152
H  0.8789  3.6767  0.6310
O  3.2810  -2.2516  1.3277
H  2.6192  -2.7254  0.8999
H  4.2398  -2.5621  1.2781
O  0.7045  2.4058  4.6509
H  1.1366  2.6661  5.4184
H  1.2594  1.8462  4.1240
O  2.6188  0.9055  1.1190
H  2.9099  1.2264  0.2122
H  2.6977  -0.0863  1.0179
O  -4.2260  0.1815  -3.8350
H  -4.7179  -0.4728  -3.3177
H  -3.9179  0.9830  -3.3545
O  2.0935  -5.0840  2.6902
H  2.3509  -4.1495  2.4329
H  2.0429  -5.5483  1.8538
O  -0.5586  3.1035  1.0387
H  -1.5138  3.2576  1.0783
H  -0.4702  2.2042  0.6985
O  3.9975  0.5649  -3.4739
H  3.2440  -0.0597  -3.8646
H  4.8033  0.3294  -3.9483
O  -3.6836  2.2399  4.1712
H  -2.7587  2.1681  4.2153
H  -3.9303  1.3723  4.4714
O  -3.1662  4.1632  0.4270
H  -2.7019  4.9655  0.2558
H  -3.5216  4.2125  1.4125
O  -1.5759  1.4606  -3.8720
H  -2.1139  1.7157  -4.6750
H  -0.7280  1.8014  -4.1243
O  -1.0977  -2.0970  -4.0569
H  -1.4189  -1.1986  -4.2077
H  -0.5794  -1.8184  -3.3206
O  2.7296  -1.6558  4.0881
H  2.3034  -2.1574  3.4333
H  2.9757  -2.4559  4.6361
O  1.0260  -2.1960  -0.3292
H  1.5516  -2.2577  -1.0679
H  0.6573  -1.2819  -0.0581
O  1.5645  -1.8585  -4.2561
H  0.7709  -2.4515  -4.2559
H  2.1135  -2.2319  -4.9894
O  -2.0290  -1.4607  0.6878
H  -2.1226  -0.7227  0.0547
H  -2.0471  -2.0569  -0.0302



Which of them is the most stable? Correct choice: version ii.



Version i
The following is a quantum chemistry calculation of a 2-piece molecular cluster, C3H2O overall, from the OMol25 dataset.

Computed properties:
Multiplicity   1
Highest occupied orbital energy (spin up / spin down)   -10.843 / -10.844 eV
Frontier orbital gap (spin up / spin down)   7.27 / 7.27 eV

Atoms and positions in Å:
C  3.7502  -0.0283  -0.1575
C  4.8656  -0.1312  0.1568
C  0.1774  0.1255  -0.0292
O  1.3325  0.4154  -0.0869
H  -0.2770  -0.7265  -0.5617
H  -0.5449  0.7032  0.5696



Version ii
The following is a quantum chemistry calculation of the molecule C3H2O, from the OMol25 dataset.

Computed properties:
SMILES   C#CC=O
Multiplicity   1
Highest occupied orbital energy   -10.744 eV
Frontier orbital gap   10.66 eV

Atoms and positions in Å:
C  -1.5104  -0.2988  -0.0180
C  -0.3252  -0.0843  0.0653
C  1.0962  0.2636  -0.0116
O  1.9331  -0.6215  0.0037
H  -2.5198  -0.5941  -0.0279
H  1.3261  1.3350  -0.0114



Which of them is the most stable? Correct choice: version ii.



Version i
The following is a quantum chemistry calculation of a 2-piece molecular cluster, CHO5S overall, from the OMol25 dataset.

Computed properties:
Multiplicity   1
Highest occupied orbital energy (spin up / spin down)   -2.997 / -5.372 eV
Frontier orbital gap (spin up / spin down)   6.03 / 9.12 eV
Total charge   -1

Atoms and positions in Å:
C  -0.3650  0.9344  0.3889
O  -4.3411  0.8179  -0.9197
O  -3.5881  -1.3403  -0.4987
O  -4.3620  0.0095  1.4059
O  0.7332  0.8458  -0.4677
O  0.1331  2.0959  -0.0406
S  -3.8162  -0.0572  0.0723
H  -0.2193  0.5356  1.4237



Version ii
The following is a quantum chemistry calculation of CHO5S as an isolated structure, from the OMol25 dataset.

Computed properties:
Multiplicity   1
Highest occupied orbital energy   -5.370 eV
Frontier orbital gap   9.37 eV
Total charge   -1

Atoms and positions in Å:
C  1.8260  0.3551  -0.2331
O  1.7972  -0.2210  -1.2428
O  2.2978  1.1478  0.4879
O  -1.5975  -1.6607  0.5445
O  -1.7456  0.7182  -0.4334
O  0.3999  -0.3247  0.6762
S  -0.7491  -0.8241  -0.2492
H  -2.2288  0.8094  0.4499



Which of them is the most stable? Correct choice: version ii.



Version i
The following is a quantum chemistry calculation of the molecule F3NO2S, from the OMol25 dataset.

Computed properties:
SMILES   O=S(=O)(F)N(F)F
Multiplicity   1
Highest occupied orbital energy   -12.166 eV
Frontier orbital gap   12.48 eV

Atoms and positions in Å:
O  0.6521  -0.1967  1.5040
S  0.7206  0.0654  0.1184
O  1.5123  1.2301  -0.2905
F  1.0923  -1.2423  -0.7192
N  -0.9246  0.0396  -0.5914
F  -1.6016  -0.9953  -0.0600
F  -1.4511  1.0993  0.0387



Version ii
The following is a quantum chemistry calculation of the molecule F3NO2S, from the OMol25 dataset.

Computed properties:
SMILES   O=S(=O)(F)N(F)F
Multiplicity   1
Highest occupied orbital energy (spin up / spin down)   -11.618 / -11.619 eV
Frontier orbital gap (spin up / spin down)   9.88 / 9.88 eV

Atoms and positions in Å:
O  0.4270  -0.3908  1.6013
S  -0.3947  0.0469  0.5540
O  -2.1658  -0.7428  0.2428
F  -0.6218  1.6362  0.6695
N  0.5328  0.1872  -0.9743
F  1.6663  0.7481  -0.4687
F  0.8333  -1.1286  -1.1250



Which of them is the most stable? Correct choice: version i.



Version i
The following is a quantum chemistry calculation of the molecule C7H9NO, from the OMol25 dataset.

Computed properties:
SMILES   On1ccc2c1CCC2
Multiplicity   1
Highest occupied orbital energy   -7.961 eV
Frontier orbital gap   8.63 eV

Atoms and positions in Å:
O  0.2196  -2.5489  -1.5077
N  0.7752  -1.4309  -0.7327
C  2.0538  -1.1668  -0.4169
C  2.0796  0.0139  0.2239
C  0.7596  0.5383  0.2928
C  -0.0331  -0.4260  -0.2706
C  -1.4940  -0.0910  -0.2962
C  -1.5519  1.1386  0.7151
C  -0.0906  1.6402  0.7682
H  -0.7515  -2.6007  -1.3046
H  2.8212  -1.8314  -0.7189
H  2.9346  0.3760  0.7996
H  -1.7296  0.1089  -1.4056
H  -2.0865  -1.0111  -0.1296
H  -1.7950  0.7473  1.7109
H  -2.2598  1.8777  0.4024
H  0.1824  2.0934  1.7713
H  -0.0339  2.5724  0.0984



Version ii
The following is a quantum chemistry calculation of the molecule C7H9NO, from the OMol25 dataset.

Computed properties:
SMILES   C#C[C@H]1OC=NC1(C)C
Multiplicity   1
Highest occupied orbital energy   -9.680 eV
Frontier orbital gap   10.60 eV

Atoms and positions in Å:
C  2.2060  -1.7332  -0.1720
C  1.7166  -0.7974  0.3891
C  0.8623  0.2940  0.7465
O  1.4499  1.6154  0.2359
C  0.4617  2.1344  -0.5331
N  -0.6205  1.4909  -0.6948
C  -0.5734  0.2175  0.0102
C  -1.6406  0.0257  0.9803
C  -0.6068  -0.8797  -1.1033
H  2.8415  -2.6092  -0.3556
H  0.9513  0.4082  1.7878
H  0.6055  3.1361  -1.0248
H  -2.6188  -0.0516  0.4213
H  -1.7373  0.7299  1.7781
H  -1.5240  -0.8432  1.6260
H  -1.3560  -0.5092  -1.7007
H  -0.6635  -1.7663  -0.5926
H  0.2461  -0.8624  -1.7983



Which of them is the most stable? Correct choice: version i.